ORCA calculation (ωB97M-V/def2-TZVPD) on the molecule C8H16N2O2S2 at a distorted geometry.

2S+1: 1
DFT total energy in eV: -37296.8052
Gap between HOMO and LUMO in eV: 8.03
Strongest force on any atom in eV/A: 4.00
Energy relative to the best compared isomer or geometry (same formula, charge and spin) in kJ/mol: 543.57
Highest occupied orbital energy in eV: -7.84

XYZ file:
```
30
C8H16N2O2S2 | the OMol25 dataset | ωB97M-V/def2-TZVPD
C -0.54963 0.25014 -0.46089
C 2.67961 -1.84320 -2.36419
C -2.31961 0.87709 1.14468
C -1.01662 1.25587 1.84123
C 1.46665 -3.90207 -1.27294
C -1.46074 3.55697 2.93381
C 1.65820 -2.94162 -2.50163
C -0.66040 2.78836 1.83073
N -1.82384 0.66149 -0.28342
N 0.21834 0.01505 -1.44968
O 2.94832 0.63565 -1.45071
O 2.08838 -1.05546 0.16843
S 0.25285 0.24571 1.07567
S 2.20244 -0.59119 -1.22958
H 2.87571 -1.35567 -3.26407
H -2.87564 -0.01440 1.55410
H -2.93648 1.75974 0.84000
H -0.92137 0.97018 2.87984
H 0.89477 -3.33836 -0.54660
H 0.95078 -4.73479 -1.63087
H 2.40818 -4.43704 -0.82429
H -1.90087 4.60402 2.72945
H -0.91867 3.57872 3.91002
H -2.44017 3.05780 3.22574
H 2.02955 -3.57261 -3.25605
H 0.55901 -2.65310 -2.90102
H 0.37489 2.99245 1.81128
H -1.10654 3.09197 0.90226
H -2.47852 0.32659 -0.99776
H -0.19858 -0.22830 -2.41356
```

The Löwdin scheme yields these atomic charges, measured in e: atom 1 (C): -0.669, atom 2 (C): -0.245, atom 3 (C): -0.139, atom 4 (C): -0.569, atom 5 (C): -0.120, atom 6 (C): -0.115, atom 7 (C): -0.352, atom 8 (C): -0.233, atom 9 (N): -0.001, atom 10 (N): -0.015, atom 11 (O): -0.347, atom 12 (O): -0.478, atom 13 (S): 1.108, atom 14 (S): 0.698, atom 15 (H): 0.024, atom 16 (H): 0.137, atom 17 (H): 0.131, atom 18 (H): 0.094, atom 19 (H): 0.045, atom 20 (H): 0.025, atom 21 (H): 0.116, atom 22 (H): 0.090, atom 23 (H): 0.071, atom 24 (H): 0.076, atom 25 (H): 0.064, atom 26 (H): 0.129, atom 27 (H): 0.087, atom 28 (H): 0.089, atom 29 (H): 0.151, atom 30 (H): 0.146